DFT (wB97M-V/def2-TZVPD) results for a gas-phase ion, C2H5N4O (charge +1) at a distorted geometry.

Properties
**LUMO**: -3.5305 eV
**Gap between HOMO and LUMO**: 10.63 eV
**Highest occupied orbital energy**: -14.16 eV
**ΔE to the lowest compared entry with this formula, charge and spin**: 45.9 kcal/mol

ORCA input file:
```
! wB97M-V def2-TZVPD RIJCOSX def2/J DEFGRID3
* xyz 1 1
N 1.37390 0.98774 0.02652
N 0.17907 0.46133 0.00557
N -0.97354 1.11741 0.06949
C -1.89617 0.23278 0.03402
N -1.35364 -0.99396 -0.01741
C -0.00150 -0.87993 -0.05159
O 0.78386 -1.88625 0.05834
H 1.19688 1.95067 0.26195
H 2.10590 0.90161 -0.77133
H -3.02400 0.29684 -0.03659
H -1.91541 -1.84144 -0.31789
H 1.76036 -1.76628 0.06526
*
```

---

DFT (wB97M-V/def2-TZVPD) results for a gas-phase ion, C2H5N4O (charge +1) at a distorted geometry.

Properties
**LUMO (alpha / beta)**: -4.8364 / -7.0990 eV
**Gap between HOMO and LUMO (alpha / beta)**: 7.06 / 8.25 eV
**Highest occupied orbital energy (alpha / beta)**: -11.89 / -15.35 eV
**ΔE to the lowest compared entry with this formula, charge and spin**: 66.0 kcal/mol

ORCA input file:
```
! wB97M-V def2-TZVPD RIJCOSX def2/J DEFGRID3
* xyz 1 3
C -0.82011 0.33208 0.03309
C 0.74192 -1.15633 0.03723
N 1.36641 1.11497 -0.01772
N 0.03243 1.29097 0.00733
N 1.79881 -0.09420 -0.02457
N -2.09251 0.18790 -0.07164
O 2.96503 -0.42024 0.04598
H 0.60594 -1.88870 0.77210
H 0.61583 -1.74953 -0.84318
H -0.00995 2.26838 0.14791
H -2.44469 -0.71431 -0.38055
H -2.75911 0.82900 0.29402
*
```

---

DFT (wB97M-V/def2-TZVPD) results for 2 unconnected molecules or ions with the total composition C2H5N4O2 at a distorted geometry.

Properties
**LUMO (alpha / beta)**: 3.8483 / 4.0016 eV
**Gap between HOMO and LUMO (alpha / beta)**: 7.25 / 6.91 eV
**Highest occupied orbital energy (alpha / beta)**: -3.40 / -2.90 eV
**ΔE to the lowest compared entry with this formula, charge and spin**: 92.2 kcal/mol

ORCA input file:
```
! wB97M-V def2-TZVPD RIJCOSX def2/J DEFGRID3
* xyz -1 1
C -1.40008 1.52691 0.07226
C 0.63206 -1.45164 0.14770
N 1.74604 -0.91219 0.51518
N -1.36440 -1.36301 -0.91945
N -0.50921 -0.78308 -0.22312
N 2.04492 0.31422 0.23257
O 1.49146 0.97942 -0.66923
O 3.03000 0.77903 0.80669
H -1.22269 1.73417 -0.94965
H -0.56601 1.78351 0.81262
H -2.23067 1.07920 0.71918
H 0.65794 -2.50505 0.05573
H -2.30935 -1.18149 -0.60048
*
```

---

DFT (wB97M-V/def2-TZVPD) results for 2 unconnected molecules or ions with the total composition C2H5N4O5S at a distorted geometry.

Properties
**LUMO**: 3.6193 eV
**Gap between HOMO and LUMO**: 7.94 eV
**Highest occupied orbital energy**: -4.32 eV
**ΔE to the lowest compared entry with this formula, charge and spin**: 0.0 kcal/mol

ORCA input file:
```
! wB97M-V def2-TZVPD RIJCOSX def2/J DEFGRID3
* xyz -1 1
C -1.10174 -1.64111 0.66727
C 2.80532 2.63939 -0.47380
N -1.74273 -2.72271 0.08001
N -0.70083 1.78370 0.39807
N 0.24858 -1.70100 0.44663
N 0.97183 -0.48385 0.32734
O 3.41206 2.66787 -1.44577
O -1.62529 -0.91536 1.45248
O 2.36061 2.86680 0.57981
O -0.78540 0.14302 -1.45495
O 1.20793 1.48110 -1.24745
S 0.24158 0.62892 -0.58256
H -1.71163 -2.89336 -0.96844
H -2.68944 -2.82303 0.33080
H -1.43383 1.29419 0.93232
H -0.07126 2.03035 1.10807
H 0.61425 -2.35493 -0.14984
*
```

---

DFT (wB97M-V/def2-TZVPD) results for a single C2H5N4P molecule at a distorted geometry.

Properties
**LUMO (alpha / beta)**: -0.0757 / -0.0782 eV
**Gap between HOMO and LUMO (alpha / beta)**: 7.45 / 7.45 eV
**Highest occupied orbital energy (alpha / beta)**: -7.53 / -7.53 eV
**ΔE to the lowest compared entry with this formula, charge and spin**: 85.3 kcal/mol

ORCA input file:
```
! wB97M-V def2-TZVPD RIJCOSX def2/J DEFGRID3
* xyz 0 1
C -0.95794 -0.10828 0.42843
C 1.42035 0.68819 0.02157
N -1.31853 1.09548 0.22663
N 0.87857 1.77136 -0.04434
N -0.41337 2.03332 0.12957
N -1.53368 -1.29219 0.24790
P 1.93258 -1.01003 0.28685
H -0.75462 2.95162 0.17030
H -0.78023 -1.90436 -0.03619
H -2.45181 -1.33613 -0.19730
H 2.86221 -1.06490 -0.76212
H 1.11647 -1.82410 -0.47128
*
```

---

DFT (wB97M-V/def2-TZVPD) results for a gas-phase ion, C2H5N4S (charge +1) at a distorted geometry.

Properties
**LUMO (alpha / beta)**: -7.6523 / -7.4942 eV
**Gap between HOMO and LUMO (alpha / beta)**: 6.61 / 6.87 eV
**Highest occupied orbital energy (alpha / beta)**: -14.26 / -14.36 eV
**ΔE to the lowest compared entry with this formula, charge and spin**: 203.5 kcal/mol

ORCA input file:
```
! wB97M-V def2-TZVPD RIJCOSX def2/J DEFGRID3
* xyz 1 1
C 1.34801 -0.07914 -0.47727
C 0.27621 0.93013 -0.38338
N 2.05803 -2.27850 0.05734
N 4.06348 -0.41250 -0.87554
N 1.28360 -1.35152 0.09025
N 0.05515 -1.41756 0.70269
S 2.96318 0.52545 -1.10013
H 0.61889 1.88718 -0.84235
H -0.71720 0.78019 -1.01242
H -0.00068 0.94781 0.66960
H -0.60414 -0.71451 0.67553
H -0.14092 -2.25127 1.28573
*
```

---

DFT (wB97M-V/def2-TZVPD) results for a single C2H5N5 molecule at a distorted geometry.

Properties
**LUMO**: 0.5076 eV
**Gap between HOMO and LUMO**: 9.24 eV
**Highest occupied orbital energy**: -8.73 eV
**ΔE to the lowest compared entry with this formula, charge and spin**: 57.8 kcal/mol

ORCA input file:
```
! wB97M-V def2-TZVPD RIJCOSX def2/J DEFGRID3
* xyz 0 1
N 1.23697 1.48171 0.13429
C 0.12767 0.73696 -0.12206
N -1.10686 1.12733 0.04720
N -1.85497 -0.07771 0.11577
C -1.06178 -1.10995 -0.08265
N 0.23919 -0.67786 -0.22255
N 1.53254 -1.23150 0.14694
H 1.99538 1.08830 -0.42720
H 1.13589 2.51060 -0.17978
H -1.30754 -2.11819 -0.01685
H 1.48657 -1.84536 1.01493
H 1.96631 -1.75124 -0.71441
*
```

---

DFT (wB97M-V/def2-TZVPD) results for a molecular structure, C2H5N5O at a distorted geometry.

Properties
**LUMO**: -2.0536 eV
**Gap between HOMO and LUMO**: 6.40 eV
**Highest occupied orbital energy**: -8.46 eV
**ΔE to the lowest compared entry with this formula, charge and spin**: 223.8 kcal/mol

ORCA input file:
```
! wB97M-V def2-TZVPD RIJCOSX def2/J DEFGRID3
* xyz 0 1
C 0.52050 0.04870 -0.14998
C -1.85465 1.16831 0.46038
H 3.56909 -1.63269 -0.67365
H 2.20043 0.59697 -0.51766
H -3.11486 1.61394 0.17230
H -2.33466 -0.80916 -0.09659
H 0.17506 -1.39420 1.17833
N 1.76649 -0.29086 -0.24835
N 0.30233 1.31730 -0.35537
N -1.03578 1.98431 0.12794
N -1.70669 -0.23328 0.57473
N -0.41037 -0.84985 0.41086
O 1.92311 -1.51948 -0.88295
*
```

---

DFT (wB97M-V/def2-TZVPD) results for a molecular structure, C2H5NO at a distorted geometry.

Properties
**LUMO**: 1.2300 eV
**Gap between HOMO and LUMO**: 10.13 eV
**Highest occupied orbital energy**: -8.90 eV
**ΔE to the lowest compared entry with this formula, charge and spin**: 104.6 kcal/mol

ORCA input file:
```
! wB97M-V def2-TZVPD RIJCOSX def2/J DEFGRID3
* xyz 0 1
C 0.14167 1.03871 1.38048
C 0.24519 0.60276 0.16059
N -0.91037 -1.10660 -1.30416
O -0.24145 -1.08734 -0.08539
H 0.45136 2.03689 1.64540
H -0.24975 0.41219 2.16173
H 0.58893 0.96654 -0.78081
H -0.63140 -1.95937 -1.77976
H -1.91703 -1.12097 -1.13102
*
```

---

DFT (wB97M-V/def2-TZVPD) results for a single C2H5NO molecule at a distorted geometry.

Properties
**LUMO**: 0.6646 eV
**Gap between HOMO and LUMO**: 10.21 eV
**Highest occupied orbital energy**: -9.54 eV
**ΔE to the lowest compared entry with this formula, charge and spin**: 67.6 kcal/mol

ORCA input file:
```
! wB97M-V def2-TZVPD RIJCOSX def2/J DEFGRID3
* xyz 0 1
N -1.20771 -0.58753 0.00823
C -0.04194 0.08671 0.50695
C 1.18374 -0.10838 -0.28202
O 2.34468 -0.14915 0.11660
H -1.41089 -0.36116 -0.96170
H -2.03291 -0.33647 0.54790
H 0.12609 -0.10314 1.56715
H 0.09067 1.16545 -0.17609
H 0.94827 0.39366 -1.32702
*
```